(1)
Entry from OMol25: a structure of composition C14H12BBr2N8S2V at a distorted geometry (ωB97M-V/def2-TZVPD).

The geometry in XYZ format:
```
40
Properties=species:S:1:pos:R:3:forces:R:3:nbo_charge:R:1
V -0.270 -0.692 0.237 -1.02 -0.60 -0.45 0.5221
C -2.613 2.870 0.425 -0.08 -0.03 -0.02 -0.3559
C -2.433 1.499 0.640 0.11 0.30 -0.03 -0.0176
N -1.245 1.118 0.180 -0.43 0.72 -0.01 -0.3129
N -0.646 2.210 -0.331 -0.07 0.20 -0.10 -0.3067
C -1.450 3.277 -0.199 0.00 -0.04 0.01 -0.0101
B 0.803 2.092 -0.874 -0.16 -0.59 0.37 0.5505
N 0.820 0.990 -1.963 0.05 0.14 -0.22 -0.3059
C 1.204 1.038 -3.247 -0.04 -0.03 -0.01 -0.0099
C 1.096 -0.233 -3.780 -0.03 -0.02 -0.03 -0.3554
C 0.623 -1.017 -2.722 0.16 0.22 -0.13 -0.0133
N 0.459 -0.266 -1.637 0.30 0.24 -0.77 -0.3166
N 1.651 1.554 0.309 0.04 0.12 -0.06 -0.3068
C 2.730 2.070 0.907 0.01 -0.04 0.06 -0.0052
C 3.083 1.242 1.959 0.01 0.06 0.04 -0.3590
C 2.138 0.216 1.932 0.18 0.25 -0.13 0.0265
N 1.283 0.409 0.930 1.01 0.52 0.62 -0.3166
H -3.469 3.470 0.681 0.02 0.01 0.01 0.2238
H -3.090 0.787 1.115 0.05 -0.07 -0.03 0.2278
H -1.138 4.250 -0.541 0.02 -0.02 -0.02 0.2150
H 1.218 3.138 -1.286 -0.02 0.01 -0.02 -0.0398
H 1.524 1.964 -3.695 0.02 0.00 0.04 0.2152
H 1.315 -0.545 -4.786 0.02 0.00 0.01 0.2240
H 0.404 -2.072 -2.698 -0.04 0.01 0.09 0.2302
H 3.168 2.988 0.551 -0.01 -0.01 -0.01 0.2118
H 3.900 1.364 2.649 0.00 0.01 -0.02 0.2240
H 2.046 -0.637 2.583 -0.10 -0.06 -0.08 0.2395
S -0.878 -1.384 2.436 -0.09 -0.23 0.55 -0.1713
C 0.151 -2.734 2.113 -0.06 -0.38 0.22 -0.2001
S 0.936 -2.714 0.576 0.24 -0.62 0.16 -0.1714
C 0.349 -3.760 3.038 0.08 -0.03 0.05 -0.4980
C -0.299 -3.780 4.305 0.02 0.02 -0.04 0.3295
N -0.804 -3.839 5.342 0.00 0.04 -0.04 -0.4052
C 1.224 -4.852 2.769 0.03 0.07 0.00 0.3298
N 1.940 -5.740 2.588 -0.06 0.02 -0.02 -0.4047
Br -2.521 0.732 -2.861 0.01 0.07 -0.08 0.0829
C -3.342 -0.843 -2.236 0.72 -0.91 1.08 -0.5262
Br -2.196 -1.942 -0.686 -0.80 0.57 -0.91 0.1334
H -3.405 -1.593 -3.012 -0.09 0.06 -0.05 0.2112
H -4.265 -0.635 -1.713 -0.03 0.03 -0.07 0.2111
```
Forces are in eV/Å.

ΔE to the lowest compared entry with this formula, charge and spin	11.7	kcal/mol
Kohn-Sham gap (spin up / spin down)	5.24 / 5.41	eV
HOMO energy (spin up / spin down)	-3.22 / -3.30	eV
spin multiplicity	2
E_tot	-7892.18339	a.u.
total charge	-1
maximum force	1.6	eV Å⁻¹

---

(2)
Entry from OMol25: a cluster of 6 separate species, C11H33NO6 in total at a distorted geometry (ωB97M-V/def2-TZVPD).

The geometry in XYZ format:
```
51
Properties=species:S:1:pos:R:3:forces:R:3:nbo_charge:R:1
C 0.152 -4.435 0.981 0.92 0.84 -0.66 -0.6285
C -1.068 -3.632 0.526 -0.97 0.02 0.25 0.1351
C -2.355 -4.504 0.686 -0.16 1.29 -0.12 -0.6512
C -1.154 -2.413 1.534 0.77 0.28 -0.44 -0.4187
C -2.147 -1.318 1.145 -0.48 -1.26 -1.76 -0.3990
C -1.800 -0.878 -0.337 0.79 0.82 2.81 -0.4135
C -1.766 -2.021 -1.329 0.29 2.16 -1.58 0.1129
C -3.210 -2.402 -1.692 -0.10 -0.27 -0.76 -0.6438
C -1.088 -1.378 -2.678 -0.64 -0.58 0.93 -0.5948
N -0.874 -3.077 -0.878 -0.38 0.27 1.58 -0.1670
O -0.945 -4.064 -1.840 1.20 -1.24 -0.46 -0.5656
H -0.021 -4.753 2.009 0.26 -0.20 -0.12 0.2081
H 0.592 -5.208 0.350 -1.12 -0.61 -0.14 0.2315
H 1.004 -3.759 0.915 0.05 0.44 0.65 0.2184
H -2.478 -5.274 -0.076 0.29 -0.23 0.29 0.2136
H -2.444 -4.865 1.710 0.39 -0.51 -0.15 0.2194
H -3.228 -3.855 0.613 -0.12 0.06 -0.26 0.2007
H -1.223 -2.724 2.576 -0.66 -0.55 -0.06 0.2156
H -0.155 -1.977 1.568 0.23 0.24 -0.43 0.2081
H -3.129 -1.786 1.070 -0.32 -0.01 0.25 0.1841
H -2.281 -0.510 1.864 0.52 0.11 -0.16 0.2187
H -0.808 -0.440 -0.224 0.43 -0.15 -0.35 0.2084
H -2.392 0.007 -0.569 -0.50 -0.45 -0.67 0.2199
H -3.519 -1.748 -2.507 -0.13 0.12 0.10 0.2243
H -3.987 -2.356 -0.928 0.37 0.06 0.27 0.2160
H -3.261 -3.394 -2.140 -0.25 -0.11 0.01 0.1828
H -1.150 -1.999 -3.571 -0.15 -0.38 0.25 0.2119
H -0.032 -1.148 -2.537 -0.07 -0.08 0.35 0.2194
H -1.610 -0.456 -2.936 -0.08 0.11 0.22 0.1964
H -1.864 -4.273 -2.020 -0.37 -0.15 0.16 0.4364
C -1.112 5.517 -2.896 0.93 -0.75 0.33 -0.2489
O -0.040 4.740 -3.424 0.64 -0.13 -0.39 -0.7428
H -1.841 5.748 -3.673 -0.29 -0.05 0.45 0.1737
H -1.418 4.859 -2.082 -1.08 0.35 -0.10 0.1829
H -0.724 6.411 -2.409 -0.05 0.31 -0.32 0.1663
H 0.013 4.774 -4.382 -0.12 0.24 0.08 0.4694
C 5.325 4.592 3.483 0.50 -0.41 0.92 -0.2473
O 6.706 4.243 3.480 0.43 0.66 -0.43 -0.7256
H 5.055 5.145 2.584 0.12 -0.67 -0.22 0.1916
H 4.837 3.635 3.670 -0.99 0.34 -0.54 0.1673
H 5.084 5.271 4.301 0.01 0.06 0.27 0.1529
H 6.928 3.853 4.329 -0.07 0.02 0.00 0.4611
O -0.275 4.638 3.267 -0.04 -0.07 -0.24 -0.9368
H -0.279 5.500 3.683 -0.01 0.25 0.06 0.4689
H -0.012 4.036 3.963 0.06 -0.19 0.16 0.4681
O 2.610 3.046 -0.478 0.27 -0.15 0.01 -0.9447
H 1.966 2.984 0.228 -0.15 -0.01 0.22 0.4696
H 2.141 3.476 -1.193 -0.14 0.15 -0.27 0.4748
O 4.586 -0.753 -0.920 0.11 -0.13 0.17 -0.9394
H 4.112 0.072 -1.025 -0.14 0.32 0.04 0.4744
H 4.583 -1.145 -1.793 0.01 -0.13 -0.19 0.4650
```
Forces are in eV/Å.

ΔE to the lowest compared entry with this formula, charge and spin	58.1	kcal/mol
Kohn-Sham gap	8.97	eV
HOMO energy	-8.65	eV
spin multiplicity	1
E_tot	-944.96669	a.u.
SMILES string	CC1(C)CCCC(C)(C)N1O.CO.CO.O.O.O
maximum force	3.0	eV Å⁻¹

---

(3)
Entry from OMol25: a cluster of 4 separate species, C3H15NO3 in total at a distorted geometry (ωB97M-V/def2-TZVPD).

The geometry in XYZ format:
```
22
Properties=species:S:1:pos:R:3:forces:R:3:nbo_charge:R:1
C 1.620 0.902 1.101 0.07 1.89 1.29 -0.6191
C 0.276 0.244 0.860 0.36 0.53 -1.62 -0.4271
C 0.263 -0.709 -0.360 -0.87 -0.48 -0.24 -0.2252
N -0.344 -2.024 -0.136 0.04 -0.20 0.34 -0.8170
H 2.220 1.187 0.240 -0.07 -0.73 -0.40 0.2102
H 2.243 0.482 1.882 0.22 -0.72 -0.22 0.2112
H 1.444 1.908 1.525 -0.19 -0.21 0.05 0.2057
H -0.171 -0.187 1.752 0.22 -0.25 0.05 0.2068
H -0.395 1.048 0.539 -0.12 0.03 0.41 0.1900
H 1.189 -0.869 -0.907 0.61 0.05 0.70 0.1949
H -0.323 -0.229 -1.146 -0.31 -0.03 0.04 0.1854
H -1.271 -1.911 0.258 -0.16 0.09 -0.20 0.3398
H 0.156 -2.524 0.596 0.18 0.04 -0.21 0.3425
O -3.171 1.816 -1.483 -0.13 -0.11 -0.01 -0.9335
H -2.356 2.310 -1.582 0.16 0.12 -0.03 0.4672
H -3.169 1.518 -0.569 -0.01 -0.01 0.06 0.4678
O -2.967 -0.255 4.396 0.20 0.23 0.04 -0.9415
H -2.573 -1.016 3.959 -0.22 -0.06 0.03 0.4694
H -3.913 -0.412 4.457 0.02 -0.18 -0.08 0.4723
O 3.546 -0.759 -5.145 0.02 -0.16 -0.06 -0.9348
H 4.413 -0.577 -5.518 0.02 0.02 -0.01 0.4678
H 3.280 0.056 -4.717 -0.03 0.15 0.06 0.4671
```
Forces are in eV/Å.

ΔE to the lowest compared entry with this formula, charge and spin	35.3	kcal/mol
Kohn-Sham gap	9.75	eV
HOMO energy	-9.30	eV
spin multiplicity	1
E_tot	-403.73096	a.u.
SMILES string	CCCN.O.O.O
maximum force	2.3	eV Å⁻¹

---

(4)
Entry from OMol25: an isolated molecule of C6H10N2O2 at a distorted geometry (ωB97M-V/def2-TZVPD).

The geometry in XYZ format:
```
20
Properties=species:S:1:pos:R:3:forces:R:3:nbo_charge:R:1
C -2.259 1.139 -1.114 1.16 1.01 -1.41 -0.6751
C -1.085 0.439 -0.599 3.56 -1.00 1.93 0.4989
N -0.238 1.048 0.229 -1.98 -1.09 -0.65 -0.6287
C 0.639 0.250 1.089 0.01 -0.81 0.86 -0.1880
C 2.078 0.827 1.084 -1.83 -0.06 -0.07 0.7875
O 2.961 0.245 1.651 0.56 0.73 -0.34 -0.5916
O 2.102 2.007 0.443 -0.05 -0.49 -0.11 -0.6837
C 0.658 -1.308 0.958 -1.34 0.70 0.09 -0.4291
C 0.390 -1.614 -0.515 0.11 1.07 -0.57 -0.2187
N -0.830 -0.845 -1.009 1.02 -0.24 1.31 -0.6066
H -3.183 0.646 -0.854 -0.24 0.11 0.07 0.2411
H -2.118 2.164 -0.754 -0.74 -0.22 0.02 0.2565
H -2.083 1.166 -2.208 -0.76 0.03 0.25 0.2244
H 0.231 0.363 2.125 0.58 0.51 -0.57 0.2261
H 1.162 2.084 0.058 1.03 0.07 0.59 0.5179
H 1.591 -1.703 1.416 -0.54 0.21 -0.75 0.2636
H -0.204 -1.690 1.564 0.70 0.14 -0.51 0.2026
H 1.303 -1.344 -1.095 -0.65 0.11 0.13 0.1953
H 0.227 -2.659 -0.691 -0.32 -0.53 -0.13 0.2095
H -1.344 -1.215 -1.778 -0.28 -0.27 -0.15 0.3981
```
Forces are in eV/Å.

ΔE to the lowest compared entry with this formula, charge and spin	12.9	kcal/mol
Kohn-Sham gap	9.44	eV
HOMO energy	-8.86	eV
spin multiplicity	1
E_tot	-494.62323	a.u.
SMILES string	CC1=N[C@H](C(=O)O)CCN1
maximum force	4.2	eV Å⁻¹